1.
Molecular formula: C23H38IrNO2P2
Method: DFT, ωB97M-V/def2-TZVPD

Each line ends with the Löwdin spin population.
Atoms and positions in Å:
Ir 0.427 -0.058 0.320  0.587
P 0.994 0.285 -1.844  0.121
P -0.715 -0.781 2.202  0.150
O -4.260 -0.018 -4.389  0.002
O -4.581 -0.140 -0.157  0.004
N -0.376 -1.966 -0.448  0.268
C 2.570 3.671 1.380  0.012
C -0.867 -2.894 0.386  0.105
C 3.672 1.510 3.525  0.007
C -1.343 -4.112 -0.085  0.074
C 0.232 4.280 1.110  0.005
C -2.378 -0.147 2.541  0.036
C 1.552 4.641 1.421  0.004
C 2.155 0.048 0.995  1.298
C -0.842 -3.398 -2.303  0.026
C -0.931 -2.563 1.844  0.039
C -0.071 2.975 0.706  0.022
C 3.177 1.107 1.084  0.222
C 0.286 -0.583 3.675  0.038
C -1.339 -4.370 -1.459  0.264
C 0.945 2.023 0.689  0.034
C 0.449 -1.295 -2.670  0.037
C 4.228 0.935 2.219  0.026
C 2.732 0.118 -2.384  0.010
C -0.335 -2.208 -1.777  0.191
C 4.494 -0.562 2.363  0.042
C 5.506 1.668 1.793  0.004
C 0.233 1.738 -2.614  0.046
C 2.247 2.348 1.047  0.042
H 0.035 0.373 4.159  0.004
H 3.312 1.027 -2.202  0.002
H 3.621 3.928 1.582  0.000
H -1.677 -5.321 -1.825  0.021
H 1.412 -1.800 -2.911  0.012
H 0.087 -1.413 4.364  0.001
H -3.048 -0.320 1.683  0.002
H 1.346 -0.580 3.394  0.017
H -0.010 -1.042 -3.611  0.004
H -1.097 2.663 0.473  0.013
H 0.379 2.616 -1.969  0.001
H 6.307 1.570 2.534  0.001
H 4.379 1.329 4.353  0.000
H 1.821 5.669 1.698  0.001
H 2.682 -0.125 -3.469  0.000
H 3.560 -1.056 2.645  0.021
H -3.643 -0.233 -5.102  0.000
H -3.617 0.020 -3.698  0.002
H -0.836 -3.504 -3.395  -0.005
H -5.518 0.108 -0.126  0.000
H 3.714 1.069 0.121  0.037
H 0.706 1.906 -3.591  0.007
H -0.843 1.564 -2.742  0.004
H 3.480 2.592 3.465  0.001
H -2.304 0.934 2.744  0.005
H 4.832 -0.965 1.398  0.005
H -0.557 5.035 1.175  0.000
H 3.152 -0.754 -1.855  0.004
H 5.356 2.739 1.611  0.000
H -1.677 -4.815 0.661  0.001
H -0.178 -3.113 2.422  0.005
H -1.911 -2.843 2.248  0.005
H 5.251 -0.746 3.142  0.002
H -4.379 -0.298 -1.104  0.001
H 2.730 1.007 3.775  0.004
H 5.889 1.234 0.856  0.002
H -0.334 0.793 1.599  0.099
H -2.754 -0.675 3.428  0.004

Forces on atoms 1 to 3 (eV/Å):
Ir -4.0 1.2 -1.1
P 0.2 -1.3 0.0
P 1.1 -0.1 -0.8

## Properties
2S+1 = 5
Charge = 0
Orbital gap (alpha / beta) = 4.0 / 7.9 eV
E_tot = -1891.20729 hartree



2.
Molecular formula: C20H17BrClN4ReS2
Method: DFT, ωB97M-V/def2-TZVPD

Each line ends with the Löwdin spin population.
Atoms and positions in Å:
Re 0.431 0.403 -0.820  0.976
Br -1.353 -3.465 -0.747  -0.004
Cl 2.644 0.418 -1.688  0.029
S 2.059 4.067 1.601  0.000
S -3.843 2.069 0.258  0.000
N 1.002 2.039 0.427  0.008
N -1.461 1.246 -0.200  0.002
N -3.114 -0.430 -0.378  0.008
N 3.290 1.790 0.939  0.019
C 0.308 -2.942 3.494  0.002
C -0.014 2.983 0.645  0.001
C -0.182 -0.395 2.519  -0.010
C -2.716 0.827 -0.167  0.009
C 2.157 2.479 0.919  0.016
C -0.691 -0.625 -2.589  0.005
C 1.306 -1.930 -3.104  0.001
C 0.016 -1.910 4.373  -0.015
C -0.503 0.058 -3.833  0.004
C 0.549 -0.239 -4.646  -0.003
C 0.187 -1.174 0.173  -0.048
C 0.106 -1.428 1.618  0.006
C 0.347 -2.706 2.129  -0.012
C 0.297 -1.560 -2.181  -0.005
C 1.436 -1.287 -4.299  -0.005
C 0.372 4.121 1.240  0.005
C -1.359 2.548 0.305  0.001
C -2.531 3.154 0.553  0.001
C 0.229 -2.259 -0.851  0.005
C -0.230 -0.635 3.880  0.002
H 0.568 -3.526 1.459  -0.001
H 1.994 -2.721 -2.833  0.000
H -1.704 -0.680 -2.224  0.001
H 3.355 0.950 0.380  0.001
H -1.246 0.782 -4.144  0.000
H -0.019 -2.097 5.438  -0.001
H -2.446 -1.189 -0.431  0.000
H -4.086 -0.672 -0.290  0.000
H 0.502 -3.937 3.871  0.000
H 1.091 -2.913 -0.726  -0.002
H 0.671 0.285 -5.584  0.000
H -0.459 0.174 4.561  0.000
H 4.127 2.196 1.318  0.001
H 2.220 -1.579 -4.984  0.000
H -0.370 0.603 2.151  0.001
H -0.233 4.966 1.519  0.001
H -2.704 4.141 0.946  0.000

Forces on atoms 1 to 3 (eV/Å):
Re 0.2 -0.2 -0.1
Br 0.0 0.0 0.0
Cl -0.3 0.1 0.0

## Properties
2S+1 = 2
Charge = +1
Orbital gap (alpha / beta) = 7.5 / 7.0 eV
E_tot = -4900.06741 hartree



3.
Molecular formula: C11H18O
Method: DFT, ωB97M-V/def2-TZVPD

Each line ends with the Löwdin charge.
Atoms and positions in Å:
O 2.640 0.142 0.510  0.058
C -0.431 1.481 1.452  -0.039
C 0.223 -0.080 3.240  -0.056
C 1.894 -0.812 0.447  -0.279
C 0.978 -1.056 -2.994  -0.050
C -1.739 -0.705 1.839  -0.047
C 0.922 1.110 -1.868  -0.039
C 0.790 -0.958 -0.479  0.033
C -0.373 -0.017 1.825  -0.540
C 0.359 -0.309 -1.801  -0.529
C -1.185 -0.335 -1.925  -0.040
C 0.511 -0.855 0.876  0.029
H 0.906 -2.101 -2.872  0.062
H 0.408 -0.791 -3.898  0.086
H -1.678 0.402 -1.245  0.082
H -0.884 2.089 2.255  0.093
H -1.726 -1.642 2.390  0.088
H -0.967 1.646 0.497  0.072
H -2.455 -0.040 2.258  0.072
H 0.609 1.857 1.376  0.093
H 0.586 1.619 -2.744  0.083
H -1.566 -1.331 -1.692  0.086
H 0.421 -1.105 3.493  0.076
H 1.165 0.472 3.317  0.092
H 2.073 -0.804 -3.138  0.111
H -0.539 0.308 3.957  0.100
H 1.986 1.117 -1.940  0.077
H -1.444 -0.111 -2.954  0.074
H 0.615 1.709 -0.997  0.075
H -2.100 -0.902 0.816  0.076

Forces on atoms 1 to 3 (eV/Å):
O 2.9 -1.0 0.8
C 0.4 0.0 -0.6
C -0.5 0.3 0.1

## Properties
SMILES string = CC(C)(C)c1c(C(C)(C)C)c1=O
Charge = 0
Orbital gap = 9.3 eV
E_tot = -505.04047 hartree